C5H11BrN4Si2 as an isolated structure in a non-equilibrium geometry, computed with the ωB97M-V functional and the def2-TZVPD basis.

ORCA input file:
```
! wB97M-V def2-TZVPD RIJCOSX def2/J DEFGRID3
* xyz 0 1
C -1.228 -0.727 -0.351
C 2.059 -1.726 -0.536
C -1.388 -1.195 1.056
C 2.228 -1.443 -2.000
C -0.695 2.863 1.328
N -1.339 0.497 -0.628
N 1.791 -0.785 0.249
N -1.779 -0.030 1.803
N 2.042 -0.025 -2.108
Si -1.738 1.379 0.823
Si 1.724 0.788 -0.618
Br -3.816 2.201 0.642
H -0.995 -1.448 -1.129
H 2.170 -2.749 -0.185
H -2.141 -1.993 1.115
H -0.426 -1.606 1.393
H 3.226 -1.758 -2.335
H 1.487 -2.014 -2.577
H -1.347 3.640 1.720
H 0.029 2.610 2.095
H -0.159 3.271 0.480
H -1.757 -0.106 2.802
H 2.053 0.356 -3.039
*
```

Calculated values
- F_max (eV/Å) = 1.04
- Kohn-Sham gap (Eh) = 0.3296
- HOMO (eV) = -8.68
- electronic energy (a.u.) = -3569.24733
- energy above the lowest of the compared OMol25 structures with the same formula, charge and spin (kJ/mol) = 0.0
- LUMO level (eV) = 0.3